# 1
C42H36N4NiO4P2S | the ωB97M-V functional and the def2-TZVPD basis

XYZ file:
```
90
C42H36N4NiO4P2S, DFT the ωB97M-V functional and the def2-TZVPD basis
Ni 1.72852 2.72494 0.00910
O 2.31384 3.21160 -2.00956
S 1.55233 4.46548 -1.77175
O 1.76510 5.49393 -2.75382
O 0.04397 4.07560 -1.81026
O 1.81802 4.86622 -0.36988
C -0.82757 0.46636 -0.38484
P -0.39671 2.36209 -1.03241
C -0.69980 1.77874 -2.74663
C 0.36562 1.17759 -3.41818
C 0.20923 0.71783 -4.71657
C -1.01004 0.85467 -5.36828
C -2.07292 1.44881 -4.70509
C -1.91929 1.90689 -3.40325
C -1.92186 3.14039 -0.36294
C -2.62766 4.11252 -1.07539
C -3.76581 4.69963 -0.54329
C -4.19763 4.36086 0.73282
C -3.46770 3.44583 1.47584
C -2.34387 2.84217 0.92959
P -2.42978 -0.14111 0.20890
C -3.45048 -0.14384 -1.32435
C -4.57106 0.67938 -1.38098
C -5.38220 0.70078 -2.51003
C -5.08042 -0.10929 -3.59431
C -3.95563 -0.92561 -3.55388
C -3.14636 -0.93698 -2.43013
C -2.17851 -1.95948 0.39992
C -0.91861 -2.50236 0.64868
C -0.76322 -3.85668 0.92774
C -1.86880 -4.69240 0.96044
C -3.13170 -4.16507 0.71083
C -3.28390 -2.81510 0.44163
H -0.14341 0.37588 0.46681
H -0.43551 -0.19070 -1.16745
H 1.32347 1.09285 -2.91996
H 1.04941 0.26118 -5.22595
H -1.13077 0.49676 -6.38429
H -3.03341 1.55262 -5.19704
H -2.76737 2.34760 -2.89571
H -2.26274 4.42419 -2.04387
H -4.30696 5.44108 -1.11960
H -5.08774 4.81828 1.14949
H -3.76883 3.19629 2.48625
H -1.77479 2.15121 1.53266
H -4.79493 1.32006 -0.53458
H -6.24817 1.35135 -2.54145
H -5.71298 -0.09927 -4.47414
H -3.70262 -1.54345 -4.40702
H -2.26173 -1.56365 -2.41110
H -0.04258 -1.86795 0.58834
H 0.22927 -4.25551 1.09858
H -1.74986 -5.74922 1.16600
H -4.00170 -4.81188 0.72357
H -4.27385 -2.41302 0.25335
N -1.14661 -0.57815 3.86370
C -0.21026 0.21690 3.25703
N 0.80917 -0.36483 2.65274
N -0.39570 1.52642 3.34133
C 0.42414 2.30097 2.67162
N 1.07599 3.00930 2.02148
H -1.28334 -1.48259 3.43712
H -2.00271 -0.08455 4.05984
H 0.95038 -1.36035 2.68662
H 1.51411 0.18040 2.12894
C 2.86218 1.17112 0.46207
C 3.47582 0.19825 0.89682
C 4.08584 -0.99109 1.39440
C 4.73669 -0.90504 2.68626
C 4.86977 -1.99030 3.58455
C 5.47720 -1.84848 4.82182
C 5.97327 -0.62056 5.24348
C 5.81078 0.47496 4.39728
C 5.20690 0.34259 3.16216
C 3.91327 -2.19706 0.63559
C 4.64965 -3.39480 0.84791
C 4.43902 -4.53167 0.08872
C 3.49719 -4.56035 -0.93635
C 2.79098 -3.38693 -1.19635
C 2.99006 -2.24401 -0.44664
H 4.45019 -2.95087 3.31742
H 5.54675 -2.71046 5.47848
H 6.45243 -0.51522 6.20962
H 6.16200 1.45170 4.71341
H 5.07159 1.20919 2.52685
H 5.43295 -3.40989 1.59268
H 5.03470 -5.41668 0.29338
H 3.33323 -5.45692 -1.52203
H 2.06658 -3.36275 -2.00428
H 2.44845 -1.33731 -0.69017
```

Computed properties:
- HOMO (eV) = -0.32
- Kohn-Sham gap (Eh) = 0.1585
- total charge = -2
- multiplicity = 3
- relative energy (zero: lowest compared OMol25 entry of this formula, charge and spin) (kcal/mol) = 18.1


# 2
C42H37AsBrNOPPt | the ωB97M-V functional and the def2-TZVPD basis

XYZ file:
```
85
C42H37AsBrNOPPt, DFT the ωB97M-V functional and the def2-TZVPD basis
Pt 0.09544 0.24094 0.71956
C -0.98477 -3.63277 1.13218
C -0.29467 -3.25796 -0.17361
C 1.18315 -2.93490 0.03322
C -1.01292 -2.15267 -0.94835
C -2.38414 -2.55625 -1.48329
O -3.14194 -1.32093 -1.46921
C -2.47793 -0.47702 -0.68320
N -1.35596 -0.89597 -0.21691
C -3.07370 0.85641 -0.53019
C -4.45908 0.94865 -0.46686
C -5.06978 2.18931 -0.38944
C -4.29446 3.33674 -0.40978
C -2.91157 3.24703 -0.50069
C -2.27902 2.00940 -0.55140
P -0.45557 1.91455 -0.68578
C 0.10352 3.51125 -0.05875
C -0.25729 3.86808 1.24325
C 0.17563 5.06549 1.77546
C 0.98653 5.90667 1.01933
C 1.35452 5.55070 -0.26633
C 0.91120 4.35113 -0.81251
C -0.07165 1.83361 -2.44335
C 1.05659 1.11734 -2.83428
C 1.41192 1.06536 -4.17444
C 0.63744 1.72028 -5.12061
C -0.49184 2.43233 -4.73358
C -0.84720 2.49394 -3.39642
H -0.41177 -4.39692 1.65782
H -1.99170 -4.02408 0.98088
H -1.05271 -2.77348 1.79577
H -0.34148 -4.12701 -0.84171
H 1.32191 -2.06469 0.68050
H 1.67883 -2.72774 -0.91643
H 1.69286 -3.77561 0.50495
H -0.36314 -1.84466 -1.77554
H -2.89620 -3.26918 -0.83759
H -2.36623 -2.92531 -2.50396
H -5.05175 0.04406 -0.47672
H -6.14718 2.25792 -0.32503
H -4.76303 4.31077 -0.36206
H -2.32071 4.15252 -0.52284
H -0.87405 3.20440 1.84027
H -0.10582 5.33892 2.78411
H 1.33377 6.84108 1.44063
H 1.98428 6.20560 -0.85339
H 1.19897 4.07789 -1.82047
H 1.65784 0.61535 -2.08399
H 2.29198 0.51450 -4.47816
H 0.91268 1.67676 -6.16614
H -1.09342 2.93972 -5.47576
H -1.72775 3.04879 -3.09703
Br 2.15951 1.33281 1.41559
C 1.27271 -4.19023 5.44069
C 2.09231 -3.55071 4.52105
C 1.61875 -2.45230 3.81769
C 0.32727 -1.99295 4.04892
C -0.49492 -2.62736 4.97260
C -0.01764 -3.72961 5.66673
As -0.28544 -0.46180 3.05398
C -0.09016 1.03777 4.24409
C 1.08132 1.59941 4.72173
C 1.00429 2.71565 5.54222
C -0.23238 3.26170 5.86542
C -1.40389 2.69439 5.38645
C -1.34042 1.56920 4.57083
C -2.50607 0.83349 4.02636
C -3.83991 1.18260 4.21236
C -4.84345 0.38240 3.68792
C -4.53054 -0.76975 2.97598
C -3.20342 -1.11366 2.76058
C -2.19829 -0.31368 3.28415
H 1.64152 -5.04890 5.98593
H 3.10004 -3.90616 4.35083
H 2.25689 -1.95410 3.09621
H -1.50106 -2.26616 5.15137
H -0.65329 -4.22781 6.38680
H 2.04372 1.18690 4.45048
H 1.91049 3.16360 5.92740
H -0.28342 4.13175 6.50692
H -2.35947 3.12133 5.66246
H -4.10094 2.06844 4.77704
H -5.87963 0.65167 3.84646
H -5.32238 -1.40104 2.59308
H -2.96415 -2.01440 2.21084
```

Computed properties:
- HOMO (eV) = -10.74
- Kohn-Sham gap (Eh) = 0.2896
- total charge = +1
- relative energy (zero: lowest compared OMol25 entry of this formula, charge and spin) (kcal/mol) = 0.0


# 3
C42H38BrCl3IIrN4O3SSi | the ωB97M-V functional and the def2-TZVPD basis

XYZ file:
```
95
C42H38BrCl3IIrN4O3SSi, DFT the ωB97M-V functional and the def2-TZVPD basis
Ir 1.05274 -0.02590 -0.70261
C 2.81226 -3.26240 -1.84188
C 2.04720 -2.40666 -2.80687
C 2.10421 -2.65738 -4.16067
C 1.38095 -1.83875 -5.03818
C 0.59544 -0.82492 -4.56067
C 0.52317 -0.62800 -3.16001
N 1.28411 -1.40911 -2.32140
N -0.14694 0.30873 -2.48069
Si -1.16004 1.52677 -3.17948
C -2.52155 0.71720 -4.19267
C -2.03107 2.54209 -1.86742
C -0.17597 2.72926 -4.21970
H 2.42702 -4.28343 -1.86644
H 2.73518 -2.88481 -0.82844
H 3.86756 -3.29875 -2.11594
H 2.71773 -3.46860 -4.52754
H 1.45553 -2.00085 -6.10693
H 0.06717 -0.15958 -5.22745
H -2.92191 -0.14459 -3.65111
H -2.19308 0.36672 -5.17241
H -3.34063 1.42323 -4.35565
H -2.88159 2.00614 -1.43393
H -2.42065 3.43966 -2.35598
H -1.36182 2.86940 -1.06899
H 0.35423 2.24940 -5.04491
H 0.57233 3.21380 -3.58561
H -0.81805 3.50906 -4.63750
Br -0.27964 -1.95575 0.25970
C 1.12976 -2.69150 1.30576
C 0.92660 -3.86854 1.95439
C 1.97795 -4.37746 2.74838
C 3.14697 -3.68176 2.85516
C 3.34944 -2.45800 2.16684
C 4.57473 -1.75946 2.25359
C 4.74094 -0.60705 1.54307
C 3.70781 -0.10616 0.72154
C 2.48564 -0.72887 0.58337
C 2.31428 -1.92721 1.35183
H -0.01580 -4.39388 1.87612
H 1.84395 -5.31718 3.26742
H 3.95369 -4.06058 3.47132
H 5.36283 -2.15479 2.88287
H 5.67710 -0.06464 1.59919
H 3.90445 0.81194 0.18664
I 7.72558 -0.39213 -4.75546
C 6.16347 0.48667 -3.68638
C 4.90715 -0.09563 -3.71310
C 3.87204 0.49782 -3.00386
C 4.07860 1.66204 -2.27961
C 5.34445 2.24281 -2.28421
C 6.39132 1.65808 -2.97720
C 3.00185 2.36673 -1.49443
O 3.17497 3.53672 -1.19153
O 1.89802 1.76627 -1.13852
H 4.72649 -0.99984 -4.27860
H 2.89639 0.04909 -3.02784
H 5.49010 3.16477 -1.73790
H 7.37380 2.10984 -2.96805
Cl -5.08410 -3.25789 -0.95674
C -4.66714 -1.95872 0.11112
C -5.11827 -0.67545 -0.15811
C -4.77642 0.34394 0.71119
C -3.98272 0.12234 1.83459
C -3.66285 1.27335 2.75544
C -2.97998 2.44365 2.04519
N -1.61805 2.12978 1.64119
C -0.48764 2.84231 1.97334
C 0.55220 2.23230 1.34842
N 0.06397 1.15265 0.64897
C -1.23971 1.12521 0.83451
O -4.87870 1.74670 3.31463
C -4.77167 2.14551 4.68139
C -4.31046 1.03371 5.57126
C -3.05373 0.90642 6.08294
Cl -1.73547 1.98671 5.84970
S -2.84826 -0.50863 7.02290
C -4.47288 -0.97114 6.73724
C -5.12622 -0.07306 5.95752
C -3.56379 -1.18153 2.07889
Cl -2.58226 -1.56785 3.46168
C -3.89213 -2.22465 1.22444
H -5.72556 -0.48506 -1.03163
H -5.14104 1.34509 0.51581
H -2.98950 0.91944 3.53594
H -2.92678 3.28260 2.73731
H -3.55473 2.76492 1.17510
H -0.53015 3.70575 2.61314
H 1.59803 2.47988 1.33229
H -1.92022 0.42573 0.38540
H -5.77778 2.45622 4.95776
H -4.10741 3.00959 4.78069
H -4.85321 -1.88617 7.16133
H -6.15991 -0.17652 5.65827
H -3.54390 -3.22716 1.42745
```

Computed properties:
- HOMO (eV) = -7.52
- Kohn-Sham gap (Eh) = 0.2862
- relative energy (zero: lowest compared OMol25 entry of this formula, charge and spin) (kcal/mol) = 0.0


# 4
C42H38IrN8O6SSi | the ωB97M-V functional and the def2-TZVPD basis

XYZ file:
```
97
C42H38IrN8O6SSi, DFT the ωB97M-V functional and the def2-TZVPD basis
Ir -0.36536 0.92720 1.37169
O 1.91379 1.83388 5.22269
C 1.07719 1.66509 4.21967
O 1.27027 2.04210 3.08560
C -0.18404 0.95499 4.59980
C -0.51378 0.59201 5.89003
C -1.72606 -0.05911 6.10544
C -2.56345 -0.30889 5.03292
C -2.15960 0.10300 3.77278
N -0.99634 0.70309 3.56624
C -2.93825 -0.16812 2.50978
O -3.82231 -1.01664 2.53968
O -2.53905 0.46964 1.46212
H 2.71149 2.30202 4.92627
H 0.16727 0.80994 6.70061
H -2.00299 -0.37340 7.10274
H -3.50830 -0.82381 5.13881
N -1.17238 5.24787 0.92311
C -1.10929 4.22355 1.76456
N -0.86449 3.12801 1.06831
C -0.78776 3.56557 -0.22684
N -0.97230 4.84968 -0.35084
C -0.53030 2.62734 -1.32335
C -0.53462 2.99482 -2.66035
N -0.35100 2.09596 -3.62313
C -0.09854 0.84467 -3.25248
C -0.03488 0.48132 -1.91452
N -0.28659 1.36923 -0.96020
H -1.35089 6.22057 1.12334
H -1.23308 4.29265 2.83315
H -0.70376 4.02407 -2.95304
H 0.04865 0.10922 -4.03508
H 0.23174 -0.52334 -1.60828
O 1.38855 0.34613 0.97509
Si 2.89388 0.15332 0.31223
C 3.44129 1.71402 -0.54449
C 2.96304 2.06024 -1.81716
C 3.29591 3.27473 -2.40316
C 4.10729 4.17049 -1.71827
C 4.59966 3.84111 -0.46293
C 4.26514 2.62583 0.12282
C 2.77910 -1.32959 -0.83817
C 3.27587 -1.34670 -2.14227
C 2.98692 -2.41372 -2.99533
C 2.22857 -3.48789 -2.54857
C 1.77525 -3.51474 -1.23592
C 2.05092 -2.44382 -0.38674
C 4.16551 -0.28782 1.59529
C 5.50283 -0.46128 1.23080
C 6.46759 -0.69105 2.20252
C 6.10517 -0.77068 3.54228
C 4.77984 -0.61130 3.91755
C 3.81089 -0.37757 2.94679
H 2.33023 1.36981 -2.36093
H 2.92262 3.51720 -3.39119
H 4.35253 5.12690 -2.16256
H 5.24322 4.53249 0.06643
H 4.64570 2.38873 1.11019
H 3.87297 -0.52067 -2.51139
H 3.36524 -2.40377 -4.01004
H 2.00870 -4.31093 -3.21573
H 1.24024 -4.38392 -0.86027
H 1.70419 -2.47713 0.64294
H 5.79927 -0.41243 0.18748
H 7.50326 -0.81210 1.91110
H 6.85831 -0.97132 4.29327
H 4.49723 -0.67489 4.96175
H 2.77170 -0.25666 3.23965
C -5.44490 -4.73558 -1.85758
C -4.34545 -4.29871 -0.89240
C -4.42619 -2.78972 -0.66207
N -3.30957 -2.29400 0.17974
C -2.06198 -2.24743 -0.13725
S -0.83059 -1.95724 1.09068
N -1.57848 -2.50553 -1.37843
C -1.94662 -2.06909 -2.70378
O -1.33832 -2.58516 -3.59807
C -2.90927 -0.95327 -2.90632
C -3.35505 -0.76970 -4.21493
C -4.11646 0.33880 -4.54563
C -4.44003 1.27188 -3.56861
C -4.00577 1.08972 -2.26050
C -3.23583 -0.01166 -1.92702
H -5.40015 -5.80966 -2.02689
H -5.33447 -4.23655 -2.82271
H -6.43274 -4.49572 -1.46044
H -3.36757 -4.56201 -1.30210
H -4.45382 -4.81426 0.06393
H -5.33760 -2.54480 -0.12172
H -4.44539 -2.26537 -1.61234
H -3.57619 -1.97837 1.12767
H -0.67944 -2.98231 -1.40833
H -3.07976 -1.50000 -4.96466
H -4.44642 0.48253 -5.56598
H -5.02815 2.14337 -3.82630
H -4.26255 1.81185 -1.49487
H -2.88090 -0.09718 -0.90739
```

Computed properties:
- HOMO (alpha / beta) (eV) = -13.22 / -13.21
- Kohn-Sham gap (alpha / beta) (Eh) = 0.2800 / 0.1603
- total charge = +2
- multiplicity = 6
- relative energy (zero: lowest compared OMol25 entry of this formula, charge and spin) (kcal/mol) = 0.0


# 5
C42H40B2F6N8O2S2W | the ωB97M-V functional and the def2-TZVPD basis

XYZ file:
```
103
C42H40B2F6N8O2S2W, DFT the ωB97M-V functional and the def2-TZVPD basis
W -0.34413 0.26682 0.66262
C 2.64173 5.85650 2.86257
C 2.03048 6.44971 1.73955
C 1.17478 5.73444 0.92826
C 0.94640 4.39918 1.26013
C 0.10521 3.38093 0.67291
N -0.57146 3.60140 -0.43205
C -1.47610 2.74786 -0.83752
C -2.33610 2.98601 -1.97718
C -2.40216 4.01955 -2.90809
C -3.39344 3.94095 -3.86482
C -4.30095 2.86443 -3.89278
C -4.23705 1.84871 -2.96191
C -3.23423 1.93048 -1.99944
C -2.87925 1.06102 -0.89424
N -3.52897 -0.07174 -0.68060
C -3.16385 -0.91961 0.23209
N -2.07029 -0.82876 1.05808
C -2.10952 -1.89191 1.91356
N -1.32006 -2.12872 2.92869
C -0.37217 -1.29611 3.29936
N -0.01247 -0.10897 2.72231
C 0.94323 0.45484 3.52707
N 1.45107 1.64456 3.39540
C 1.04035 2.46309 2.44285
N 0.16644 2.22402 1.41777
C 1.53635 3.82021 2.37184
C 2.40036 4.54066 3.19596
C 1.26080 -0.43532 4.63172
C 2.17395 -0.34248 5.67449
C 2.23025 -1.40481 6.55713
C 1.39234 -2.52299 6.40859
C 0.47786 -2.60177 5.37602
C 0.43059 -1.53377 4.48920
C -3.23998 -2.74954 1.58555
C -3.68539 -3.94869 2.12888
C -4.81689 -4.51196 1.56973
C -5.49608 -3.88711 0.51004
C -5.05735 -2.68576 -0.01454
C -3.90732 -2.13518 0.53746
N -1.81058 1.57265 -0.21797
H 3.30666 6.45194 3.47453
H 2.23378 7.48946 1.51799
H 0.68852 6.18434 0.07247
H -1.69878 4.84141 -2.87611
H -3.48236 4.72223 -4.60851
H -5.06341 2.84005 -4.66032
H -4.92964 1.01806 -2.96922
H 2.85467 4.07515 4.06039
H 2.81419 0.52350 5.77529
H 2.93387 -1.38137 7.37911
H 1.47206 -3.33754 7.11668
H -0.17217 -3.45681 5.24905
H -3.15887 -4.41465 2.95093
H -5.19142 -5.45241 1.95253
H -6.38020 -4.35943 0.10174
H -5.57321 -2.18832 -0.82515
F 1.19965 -3.34642 2.09164
B 1.94876 -2.59474 1.27956
F 2.68913 -1.62407 1.83099
F 2.39653 -3.16818 0.15670
F 0.56704 -1.50377 0.55073
C 2.12149 4.47059 -2.65381
C 3.33172 3.59663 -2.33232
C 3.11166 2.68603 -1.12687
S 1.88879 1.41456 -1.48459
O 1.68465 0.77033 -0.10536
C 2.95687 0.27278 -2.41846
C 3.44074 -0.89651 -1.58228
C 4.65254 -0.60095 -0.71029
H 2.31941 5.09942 -3.52185
H 1.88142 5.11952 -1.80888
H 1.23444 3.87040 -2.86484
H 4.19499 4.22720 -2.10999
H 3.60524 3.00389 -3.20956
H 2.69321 3.24964 -0.29004
H 4.02451 2.18850 -0.79871
H 3.77195 0.88273 -2.81281
H 2.34490 -0.06791 -3.25026
H 3.65010 -1.72425 -2.26332
H 2.61911 -1.21731 -0.95100
H 5.48553 -0.20586 -1.29904
H 4.99146 -1.51190 -0.21699
H 4.40427 0.11400 0.07616
F -1.91345 -0.87741 -3.03463
B -0.72806 -0.38797 -2.61251
F 0.04452 0.03547 -3.65114
C 1.22548 -5.14240 -2.59435
C 0.37859 -3.88548 -2.72490
S -0.69028 -3.58981 -1.29491
O -0.37115 -0.24528 -1.36197
C -2.10251 -4.64577 -1.71294
C -3.09468 -3.97012 -2.64995
H 1.85276 -5.28354 -3.47831
H 0.59776 -6.02849 -2.48440
H 1.86725 -5.07407 -1.71629
H -0.24813 -3.91182 -3.61817
H 1.01407 -3.00086 -2.79944
H -2.57069 -4.89511 -0.75851
H -1.72405 -5.57501 -2.14336
H -3.44979 -3.03159 -2.22298
H -3.95542 -4.61878 -2.83562
H -2.63245 -3.73470 -3.61022
```

Computed properties:
- HOMO (alpha / beta) (eV) = -6.48 / -6.46
- Kohn-Sham gap (alpha / beta) (Eh) = 0.1764 / 0.1753
- relative energy (zero: lowest compared OMol25 entry of this formula, charge and spin) (kcal/mol) = 2.2